Arrangement one

# C22H36N4O3

The molecule C22H36N4O3 (the ωB97M-V functional and the def2-TZVPD basis, the OMol25 dataset).

Properties
LUMO level, eV: 0.71
HOMO-LUMO gap, eV: 9.51
SMILES string: COCCCCC(=O)N[C@H]1CC[C@@H](N(C)C(=O)c2cnc3n2CC[C@@H](C)C3)CC1

ORCA input file:
```
! wB97M-V def2-TZVPD RIJCOSX def2/J DEFGRID3
* xyz 0 1
C -2.511 1.324 1.208
O -1.690 1.255 0.065
C -2.366 1.711 -1.092
C -1.434 1.648 -2.283
C -0.976 0.229 -2.601
C -0.108 0.159 -3.860
C 1.121 1.049 -3.786
O 1.305 1.970 -4.566
N 2.002 0.737 -2.799
C 3.136 1.604 -2.503
C 2.722 2.754 -1.583
C 2.152 2.205 -0.280
C 3.072 1.168 0.387
N 2.357 0.511 1.503
C 2.491 1.148 2.803
C 1.265 -0.243 1.175
O 1.071 -0.596 0.010
C 0.279 -0.642 2.205
C -0.025 -0.242 3.491
N -1.161 -0.834 3.937
C -1.566 -1.600 2.944
N -0.742 -1.532 1.877
C -0.989 -2.234 0.611
C -2.024 -3.330 0.801
C -3.246 -2.833 1.564
C -4.358 -3.869 1.605
C -2.792 -2.451 2.969
C 3.775 0.161 -0.535
C 4.251 0.804 -1.836
H -1.923 1.001 2.065
H -2.863 2.348 1.382
H -3.389 0.673 1.106
H -3.254 1.085 -1.269
H -2.716 2.739 -0.933
H -1.950 2.077 -3.147
H -0.568 2.288 -2.089
H -0.438 -0.172 -1.741
H -1.854 -0.409 -2.748
H 0.213 -0.872 -4.031
H -0.670 0.488 -4.734
H 1.692 0.104 -2.072
H 3.478 2.005 -3.456
H 3.599 3.382 -1.392
H 1.982 3.379 -2.086
H 1.974 3.015 0.433
H 1.182 1.748 -0.478
H 3.876 1.734 0.865
H 2.452 0.408 3.598
H 3.467 1.624 2.850
H 1.728 1.911 2.979
H 0.489 0.458 4.123
H -1.328 -1.497 -0.118
H -0.050 -2.639 0.246
H -2.307 -3.698 -0.188
H -1.585 -4.174 1.345
H -3.617 -1.931 1.061
H -4.005 -4.792 2.071
H -5.212 -3.511 2.181
H -4.707 -4.113 0.600
H -2.580 -3.362 3.539
H -3.567 -1.913 3.518
H 4.624 -0.260 0.008
H 3.113 -0.670 -0.758
H 4.618 0.031 -2.514
H 5.084 1.487 -1.644
*
```

***

Arrangement two

# C22H36N4O3

The molecule C22H36N4O3 (the ωB97M-V functional and the def2-TZVPD basis, the OMol25 dataset).

Properties
LUMO level, eV: 0.71
HOMO-LUMO gap, eV: 9.25
SMILES string: COCCCCC(=O)N[C@H]1CC[C@@H](N(C)C(=O)c2cnc3n2CC[C@@H](C)C3)CC1

ORCA input file:
```
! wB97M-V def2-TZVPD RIJCOSX def2/J DEFGRID3
* xyz 0 1
C -2.722 5.698 -3.580
O -2.021 4.524 -3.914
C -2.080 4.245 -5.299
C -1.312 2.970 -5.573
C -1.930 1.759 -4.888
C -1.128 0.475 -5.126
C 0.316 0.624 -4.687
O 1.249 0.607 -5.474
N 0.498 0.816 -3.357
C 1.808 1.107 -2.790
C 1.641 1.712 -1.406
C 1.097 0.724 -0.373
C 1.977 -0.529 -0.275
N 1.512 -1.549 0.709
C 2.037 -2.893 0.501
C 1.043 -1.185 1.948
O 0.523 -0.101 2.183
C 1.160 -2.134 3.085
C 2.168 -2.948 3.541
N 1.909 -3.387 4.802
C 0.747 -2.855 5.122
N 0.255 -2.078 4.132
C -1.008 -1.346 4.195
C -1.884 -1.920 5.296
C -1.109 -2.064 6.603
C -2.015 -2.465 7.757
C 0.004 -3.089 6.395
C 2.121 -1.143 -1.674
C 2.669 -0.147 -2.689
H -2.625 5.847 -2.507
H -2.308 6.571 -4.101
H -3.785 5.614 -3.836
H -3.130 4.136 -5.611
H -1.652 5.083 -5.866
H -1.272 2.807 -6.654
H -0.280 3.106 -5.240
H -2.006 1.961 -3.817
H -2.951 1.613 -5.253
H -1.593 -0.355 -4.585
H -1.109 0.224 -6.185
H -0.312 0.864 -2.763
H 2.297 1.818 -3.459
H 2.620 2.068 -1.072
H 0.990 2.588 -1.457
H 1.020 1.219 0.585
H 0.081 0.402 -0.627
H 2.980 -0.207 0.051
H 1.636 -3.562 1.251
H 1.723 -3.267 -0.469
H 3.131 -2.921 0.546
H 3.080 -3.220 3.037
H -0.791 -0.293 4.374
H -1.497 -1.410 3.225
H -2.744 -1.262 5.428
H -2.266 -2.903 4.998
H -0.651 -1.093 6.829
H -2.523 -3.406 7.533
H -1.446 -2.605 8.678
H -2.779 -1.708 7.943
H -0.433 -4.093 6.367
H 0.719 -3.085 7.219
H 2.789 -2.002 -1.662
H 1.137 -1.502 -1.997
H 2.744 -0.609 -3.673
H 3.679 0.155 -2.394
*
```

***

Arrangement three

# C22H36N4O3

The molecule C22H36N4O3 (the ωB97M-V functional and the def2-TZVPD basis, the OMol25 dataset).

Properties
LUMO level, eV: 0.62
HOMO-LUMO gap, eV: 9.34
SMILES string: COCCCCC(=O)N[C@H]1CC[C@@H](N(C)C(=O)c2cnc3n2CC[C@@H](C)C3)CC1

ORCA input file:
```
! wB97M-V def2-TZVPD RIJCOSX def2/J DEFGRID3
* xyz 0 1
C 0.085 1.516 4.202
O 0.317 1.289 2.833
C -0.847 1.447 2.045
C -0.562 0.860 0.679
C -0.457 -0.666 0.731
C 0.333 -1.255 -0.433
C 1.811 -0.891 -0.521
O 2.411 -0.956 -1.582
N 2.414 -0.539 0.638
C 3.833 -0.221 0.716
C 4.065 0.873 1.752
C 3.626 0.421 3.141
C 4.270 -0.907 3.552
N 3.707 -1.407 4.819
C 4.641 -2.198 5.613
C 2.355 -1.606 4.913
O 1.589 -1.482 3.960
C 1.809 -1.892 6.251
C 2.211 -1.517 7.509
N 1.272 -1.846 8.437
C 0.301 -2.426 7.758
N 0.567 -2.473 6.432
C -0.336 -3.010 5.414
C -1.391 -3.888 6.066
C -2.025 -3.203 7.273
C -3.199 -3.997 7.825
C -0.947 -3.000 8.337
C 4.210 -1.985 2.459
C 4.646 -1.461 1.096
H 1.028 1.372 4.726
H -0.276 2.535 4.383
H -0.648 0.806 4.602
H -1.689 0.922 2.520
H -1.115 2.510 1.981
H -1.347 1.161 -0.019
H 0.371 1.295 0.312
H -0.022 -0.964 1.690
H -1.462 -1.096 0.721
H 0.284 -2.347 -0.413
H -0.094 -0.949 -1.389
H 1.870 -0.516 1.488
H 4.126 0.120 -0.276
H 5.130 1.122 1.747
H 3.514 1.774 1.474
H 3.896 1.177 3.884
H 2.543 0.343 3.166
H 5.325 -0.704 3.769
H 4.112 -2.815 6.331
H 5.217 -2.854 4.957
H 5.341 -1.556 6.153
H 3.120 -1.005 7.781
H -0.795 -2.175 4.882
H 0.251 -3.563 4.684
H -2.149 -4.127 5.317
H -0.945 -4.835 6.388
H -2.383 -2.216 6.953
H -2.878 -4.999 8.121
H -3.626 -3.511 8.704
H -3.989 -4.104 7.080
H -0.711 -3.966 8.798
H -1.290 -2.347 9.140
H 4.837 -2.832 2.749
H 3.186 -2.353 2.397
H 4.512 -2.231 0.336
H 5.709 -1.196 1.107
*
```

***

So which one wins? Going from most stable to least: arrangement one, arrangement three, arrangement two.